Entry 1:
DFT (ωB97M-V with the def2-TZVPD basis set) results for the molecule C15H15ClF3N3O at a distorted geometry.

Positions of all 38 atoms, in Å:
F (4.529, -0.439, -0.699)
F (4.978, 1.520, -1.343)
F (3.389, 0.295, -2.287)
Cl (2.097, 5.002, 1.448)
N (0.868, -4.423, -1.470)
N (1.555, -0.698, 0.048)
O (-1.498, 0.433, 0.035)
C (1.263, -3.371, -0.830)
C (-0.236, -4.029, -2.238)
C (-0.589, -2.741, -1.929)
C (0.528, -0.946, -0.752)
C (1.071, 2.503, 1.806)
C (1.041, 1.127, 1.466)
C (2.844, 2.665, 0.238)
C (1.937, 3.272, 1.059)
C (1.851, 0.581, 0.469)
C (2.908, 1.264, -0.127)
N (0.441, -2.268, -1.220)
C (-0.553, 0.047, -1.093)
C (3.916, 0.697, -1.159)
C (-4.101, 1.217, 1.745)
C (-2.613, -0.396, 0.239)
C (-3.315, -0.144, 1.650)
H (2.030, -3.214, 0.022)
H (-0.754, -4.769, -2.795)
H (-1.608, -2.367, -2.094)
H (0.472, 3.007, 2.565)
H (0.269, 0.547, 1.888)
H (3.478, 3.260, -0.458)
H (-1.096, -0.268, -1.960)
H (0.042, 0.944, -1.364)
H (-4.719, 1.290, 0.863)
H (-3.374, 2.080, 1.650)
H (-4.707, 1.128, 2.693)
H (-2.366, -1.457, 0.244)
H (-3.501, -0.273, -0.500)
H (-2.471, -0.154, 2.409)
H (-4.006, -0.922, 1.780)

## Properties
- Energy above the lowest of the compared OMol25 structures with the same formula, charge and spin: 0.000 eV
- Largest force on an atom: 4.329 eV/Å
- LUMO energy: -0.1435 eV
- Gap between HOMO and LUMO: 8.9 eV
- SMILES string: CCCOC/C(=N\c1ccc(Cl)cc1C(F)(F)F)n1ccnc1


Entry 2:
DFT (ωB97M-V with the def2-TZVPD basis set) results for a structure of composition C15H15FeN3O8S2 at a distorted geometry.

Positions of all 44 atoms, in Å:
Fe (-0.154, -0.833, 0.270)
S (0.269, -2.681, -1.752)
O (1.563, -3.336, -1.815)
O (-0.324, -2.720, -0.254)
O (0.475, -1.119, -1.557)
O (-0.844, -2.907, -2.670)
S (-0.945, -0.414, 2.927)
O (-0.686, 0.520, 1.683)
O (-2.339, -0.411, 3.319)
O (-0.700, -1.678, 1.989)
O (0.135, -0.297, 3.907)
N (-2.241, -0.649, -0.599)
C (-2.448, -0.089, -1.733)
C (-3.753, -0.065, -2.222)
C (-4.891, -0.573, -1.539)
C (-4.505, -1.176, -0.338)
C (-3.194, -1.128, 0.125)
H (-1.574, 0.293, -2.265)
H (-3.745, 0.378, -3.199)
H (-5.887, -0.555, -1.929)
H (-5.155, -1.613, 0.407)
H (-2.917, -1.608, 1.082)
N (1.910, -0.685, 1.100)
C (2.704, -1.716, 1.006)
C (3.933, -1.739, 1.604)
C (4.420, -0.665, 2.347)
C (3.508, 0.381, 2.427)
C (2.292, 0.332, 1.805)
H (2.298, -2.502, 0.364)
H (4.402, -2.710, 1.489)
H (5.390, -0.635, 2.849)
H (3.609, 1.249, 3.085)
H (1.618, 1.187, 1.783)
N (0.337, 1.385, -0.645)
C (-0.480, 2.361, -0.513)
C (-0.169, 3.581, -1.056)
C (0.994, 3.869, -1.761)
C (1.789, 2.747, -1.886)
C (1.467, 1.554, -1.250)
H (-1.238, 2.254, 0.258)
H (-0.987, 4.283, -0.942)
H (1.230, 4.838, -2.191)
H (2.767, 2.652, -2.345)
H (2.065, 0.640, -1.365)

## Properties
- Largest force on an atom: 5.753 eV/Å
- Multiplicity: 6
- LUMO energy (spin up / spin down): 2.6384 / 2.6369 eV
- Gap between HOMO and LUMO (spin up / spin down): 8.2 / 8.6 eV
- Total charge: -1


Entry 3:
DFT (ωB97M-V with the def2-TZVPD basis set) results for a structure of composition C15H15LuN7O7 at a distorted geometry.

Positions of all 45 atoms, in Å:
Lu (1.368, -0.087, -2.218)
O (2.478, 3.950, -1.656)
C (2.008, 2.829, -1.757)
O (2.565, 1.726, -1.507)
C (0.464, 2.797, -2.173)
O (-0.273, 3.729, -1.813)
O (0.088, 1.766, -2.772)
O (-3.022, -5.718, -2.161)
C (-2.180, -5.482, -0.988)
C (-1.404, -4.247, -1.292)
C (-0.637, -4.114, -2.450)
C (0.019, -2.907, -2.628)
N (-0.071, -1.908, -1.831)
C (-0.612, -2.093, -0.587)
C (-1.352, -3.237, -0.330)
C (-0.520, -0.965, 0.335)
C (-1.631, -0.774, 1.172)
C (-1.576, 0.318, 1.936)
C (-2.842, 0.789, 2.617)
O (-3.882, -0.137, 2.500)
C (-0.440, 1.169, 1.880)
C (0.698, 0.806, 1.091)
N (0.596, -0.208, 0.251)
H (-3.670, -5.034, -2.137)
H (-1.558, -6.372, -0.988)
H (-2.654, -5.422, 0.044)
H (-0.421, -4.951, -3.084)
H (0.514, -2.610, -3.551)
H (-1.782, -3.361, 0.616)
H (-2.468, -1.291, 1.002)
H (-3.220, 1.677, 2.160)
H (-2.607, 1.015, 3.677)
H (-3.581, -0.981, 2.940)
H (-0.501, 2.017, 2.499)
H (1.569, 1.458, 1.069)
O (2.081, -1.175, -3.584)
N (4.252, 2.909, 2.162)
N (3.486, 3.815, 1.493)
N (2.212, 3.635, 1.411)
C (1.759, 4.742, 0.948)
N (2.724, 5.666, 0.827)
N (3.797, 5.081, 1.254)
H (4.374, 3.303, 3.059)
H (5.139, 2.922, 1.729)
H (0.710, 4.955, 0.836)

## Properties
- Energy above the lowest of the compared OMol25 structures with the same formula, charge and spin: 0.317 eV
- Largest force on an atom: 4.633 eV/Å
- LUMO energy: 1.4653 eV
- Gap between HOMO and LUMO: 5.9 eV
- Total charge: -1


Entry 4:
DFT (ωB97M-V with the def2-TZVPD basis set) results for a structure of composition C15H15MnN8S.

Positions of all 40 atoms, in Å:
Mn (1.575, -0.150, 0.212)
N (0.524, 0.378, 3.313)
C (-0.250, -0.561, 2.749)
N (-1.295, -1.024, 3.415)
C (-1.988, -1.984, 2.799)
N (-3.076, -2.455, 3.401)
N (-1.660, -2.544, 1.604)
C (-0.630, -1.994, 1.020)
N (0.085, -0.970, 1.499)
C (-0.168, -2.552, -0.289)
C (-0.774, -3.660, -0.848)
C (-0.270, -4.163, -2.039)
C (0.819, -3.542, -2.627)
C (1.364, -2.430, -2.006)
N (0.883, -1.940, -0.862)
H (0.338, 0.602, 4.277)
H (1.471, 0.500, 2.975)
H (-3.335, -2.102, 4.306)
H (-3.588, -3.211, 2.983)
H (-1.615, -4.111, -0.344)
H (-0.720, -5.032, -2.497)
H (1.249, -3.906, -3.548)
H (2.216, -1.917, -2.434)
C (-1.184, 5.043, -2.351)
C (-0.509, 3.816, -1.821)
C (0.482, 3.885, -0.848)
C (1.073, 2.726, -0.387)
N (0.732, 1.509, -0.837)
C (-0.223, 1.436, -1.777)
C (-0.854, 2.548, -2.287)
H (-0.732, 5.950, -1.957)
H (-2.241, 5.038, -2.080)
H (-1.127, 5.069, -3.439)
H (0.802, 4.837, -0.448)
H (1.859, 2.761, 0.359)
H (-0.479, 0.443, -2.127)
H (-1.613, 2.427, -3.048)
S (5.481, 0.675, 2.787)
C (4.178, 0.401, 1.925)
N (3.201, 0.204, 1.279)

## Properties
- Energy above the lowest of the compared OMol25 structures with the same formula, charge and spin: 0.062 eV
- Largest force on an atom: 0.351 eV/Å
- Multiplicity: 6
- LUMO energy (spin up / spin down): -3.6018 / -3.7065 eV
- Gap between HOMO and LUMO (spin up / spin down): 7.1 / 7.1 eV
- Total charge: +1


Entry 5:
DFT (ωB97M-V with the def2-TZVPD basis set) results for the molecule C15H15N3O3S at a distorted geometry.

Positions of all 37 atoms, in Å:
O (1.783, -3.386, 4.621)
N (0.276, 1.301, -1.262)
N (-1.572, 2.399, -4.376)
O (0.250, 3.476, -3.365)
O (-1.357, -1.980, 0.834)
C (-0.180, 0.238, -0.629)
C (-2.463, 1.407, -4.373)
C (-0.675, 2.488, -3.383)
C (1.739, 0.083, 0.966)
C (-2.470, 0.456, -3.366)
C (2.455, -0.565, 1.959)
C (0.608, -2.077, 2.290)
C (-0.599, 1.538, -2.340)
C (-0.123, -1.479, 1.229)
C (0.474, -0.393, 0.529)
C (-1.544, 0.530, -2.334)
C (1.876, -1.634, 2.692)
N (-1.285, -0.251, -1.236)
S (2.769, -2.401, 4.105)
C (0.126, 4.433, -4.427)
C (-2.027, -2.872, 1.767)
C (2.654, -1.133, 5.402)
H (-3.247, 1.373, -5.162)
H (2.238, 0.873, 0.413)
H (-3.232, -0.324, -3.380)
H (3.471, -0.220, 2.143)
H (0.178, -2.899, 2.834)
H (-1.690, -1.151, -1.009)
H (0.812, 5.270, -4.187)
H (-0.883, 4.837, -4.503)
H (0.385, 3.950, -5.389)
H (-2.083, -2.395, 2.738)
H (-3.036, -3.063, 1.422)
H (-1.516, -3.813, 1.812)
H (1.659, -0.683, 5.487)
H (3.375, -0.352, 5.139)
H (2.858, -1.580, 6.337)

## Properties
- Energy above the lowest of the compared OMol25 structures with the same formula, charge and spin: 2.540 eV
- Largest force on an atom: 2.349 eV/Å
- LUMO energy: -0.0140 eV
- Gap between HOMO and LUMO: 8.0 eV


Entry 6:
DFT (ωB97M-V with the def2-TZVPD basis set) results for the molecule C15H15N5O at a distorted geometry.

Positions of all 36 atoms, in Å:
C (-6.311, -0.331, 0.039)
C (-5.377, -1.333, 0.215)
C (-4.040, -1.033, 0.422)
C (-3.629, 0.294, 0.459)
C (-4.574, 1.306, 0.282)
C (-5.901, 0.994, 0.075)
H (-6.621, 1.787, -0.058)
H (-4.238, 2.330, 0.318)
O (-2.351, 0.728, 0.670)
C (-1.304, -0.206, 0.797)
C (-0.862, -0.767, -0.560)
H (-0.135, -1.566, -0.405)
H (-1.726, -1.173, -1.086)
C (-0.234, 0.327, -1.425)
N (1.043, 0.706, -0.902)
N (1.303, 1.882, -0.389)
N (2.522, 1.867, 0.009)
C (3.007, 0.640, -0.274)
N (2.072, -0.109, -0.854)
C (4.357, 0.208, 0.022)
C (4.783, -1.081, -0.293)
C (6.085, -1.431, 0.022)
N (6.942, -0.609, 0.603)
C (6.533, 0.614, 0.900)
C (5.256, 1.078, 0.635)
H (4.948, 2.080, 0.887)
H (7.270, 1.249, 1.374)
H (6.466, -2.419, -0.202)
H (4.108, -1.775, -0.768)
H (-0.859, 1.223, -1.420)
H (-0.098, -0.032, -2.449)
H (-1.579, -1.019, 1.478)
H (-0.486, 0.359, 1.254)
H (-3.340, -1.843, 0.558)
H (-5.683, -2.369, 0.190)
H (-7.349, -0.576, -0.123)

## Properties
- Energy above the lowest of the compared OMol25 structures with the same formula, charge and spin: 1.062 eV
- Largest force on an atom: 1.132 eV/Å
- LUMO energy: 0.3305 eV
- Gap between HOMO and LUMO: 9.1 eV
- SMILES string: c1ccc(OCCCn2nnc(-c3ccncc3)n2)cc1


Entry 7:
DFT (ωB97M-V with the def2-TZVPD basis set) results for a structure of composition C15H15NO3Pb at a distorted geometry.

Positions of all 35 atoms, in Å:
C (1.212, -1.590, -3.738)
C (-0.177, -1.628, -4.053)
C (-0.844, -2.422, -3.083)
C (0.132, -2.872, -2.148)
C (1.399, -2.355, -2.540)
Pb (-0.737, -0.161, -0.979)
C (-1.406, 1.950, -2.940)
C (0.145, 1.834, -2.781)
C (0.818, 2.229, -3.899)
N (0.781, 1.194, -1.743)
H (-1.911, -2.590, -3.025)
H (-0.649, -1.112, -4.894)
H (-0.063, -3.514, -1.284)
H (2.360, -2.587, -2.076)
H (1.996, -1.126, -4.338)
H (-1.868, 1.808, -3.966)
H (1.856, 0.992, -1.588)
H (-1.967, 2.693, -2.315)
H (0.149, 2.905, -4.407)
H (1.894, 2.259, -3.978)
O (-1.016, 2.396, 3.370)
C (-0.566, 1.276, 3.971)
C (-0.713, 1.180, 5.365)
C (-0.312, -0.005, 6.000)
C (0.252, -1.089, 5.287)
C (0.412, -0.960, 3.916)
C (0.085, 0.214, 3.261)
C (0.044, 0.239, 1.796)
O (0.476, -0.814, 1.177)
O (-0.431, 1.255, 1.157)
H (-0.894, 2.194, 2.386)
H (-1.263, 2.061, 5.899)
H (-0.557, -0.091, 7.064)
H (0.519, -2.002, 5.802)
H (0.843, -1.761, 3.321)

## Properties
- Energy above the lowest of the compared OMol25 structures with the same formula, charge and spin: 0.000 eV
- Largest force on an atom: 3.578 eV/Å
- LUMO energy: 4.6899 eV
- Gap between HOMO and LUMO: 3.9 eV
- Total charge: -2


Entry 8:
DFT (ωB97M-V with the def2-TZVPD basis set) results for the molecule C15H16BrN3O2S at a distorted geometry.

Positions of all 38 atoms, in Å:
O (-0.847, -1.041, 4.350)
Br (1.367, 1.967, -4.145)
N (-2.434, -2.449, 0.646)
O (3.046, 5.057, -0.003)
S (2.067, 0.447, 2.519)
C (-0.249, -1.286, 3.392)
C (-2.142, -2.347, 1.909)
C (-0.846, -1.589, 2.081)
C (-0.433, -1.272, 0.737)
C (2.092, 3.743, -1.856)
C (1.086, 1.611, -1.348)
C (1.716, 3.019, 0.445)
C (1.433, 2.574, -2.277)
C (2.367, 3.956, -0.427)
C (1.312, 1.760, 0.035)
N (-1.478, -1.843, -0.148)
N (0.758, -0.564, 0.421)
C (4.218, 5.572, -0.743)
C (-2.844, -2.925, 3.150)
C (1.290, -0.988, 3.360)
C (-1.563, -1.899, -1.544)
C (0.874, 0.737, 1.080)
H (2.430, 4.437, -2.668)
H (0.607, 0.733, -1.615)
H (1.791, 3.162, 1.568)
H (1.586, -1.105, 0.519)
H (4.879, 4.732, -0.767)
H (3.886, 6.011, -1.675)
H (4.654, 6.435, -0.250)
H (-3.114, -2.013, 3.827)
H (-2.121, -3.667, 3.603)
H (-3.772, -3.480, 2.945)
H (1.798, -1.838, 2.888)
H (1.639, -0.870, 4.364)
H (-0.860, -1.138, -1.880)
H (-2.564, -1.557, -1.843)
H (-1.388, -2.895, -2.020)
H (-0.133, 0.918, 1.475)

## Properties
- Energy above the lowest of the compared OMol25 structures with the same formula, charge and spin: 5.212 eV
- Largest force on an atom: 6.359 eV/Å
- LUMO energy: 0.4338 eV
- Gap between HOMO and LUMO: 9.2 eV
- SMILES string: COc1cc(Br)cc([C@H]2Nc3c(c(C)nn3C)C(=O)CS2)c1


Q: largest force on an atom of number 5 (C15H15N3O3S)?
A: 2.349 eV/Å


Q: Number 6 is which compound?
A: C15H15N5O